Entry 1:
# C7H12O

C7H12O as an isolated structure in a non-equilibrium geometry (ωB97M-V/def2-TZVPD, OMol25).

XYZ file:
```
20
Properties=species:S:1:pos:R:3
O 2.712 0.412 0.450
C 0.323 0.614 0.084
C 1.803 0.710 -0.673
C -0.776 -0.949 -1.684
C -2.746 -1.303 0.358
C -1.771 -0.502 0.685
C -0.583 -0.288 -0.293
C 0.498 1.415 1.366
H -2.008 -0.838 -1.903
H -1.806 0.033 1.531
H 3.788 -0.752 -0.514
H 1.957 -0.031 -1.524
H -0.336 -2.266 -1.779
H -0.470 0.982 2.146
H -2.835 -2.101 -0.443
H -3.965 -1.138 0.572
H 1.952 1.717 -1.017
H -0.223 -0.612 -2.912
H 0.313 2.473 1.314
H 1.458 1.058 1.874
```

Properties
**HOMO level**: -8.50 eV
**Energy above the lowest of the compared OMol25 structures with the same formula, charge and spin**: 251.5 kcal/mol
**E_tot**: -9489.9110 eV
**Gap between HOMO and LUMO**: 6.4 eV
**Charge**: 0
**Lowest unoccupied orbital energy**: -2.13 eV



Entry 2:
# C7H12O

C7H12O in the gas phase (ωB97M-V/def2-TZVPD, OMol25).

XYZ file:
```
20
Properties=species:S:1:pos:R:3
O -0.943 1.719 -0.535
C 0.465 -0.169 0.011
C 1.374 1.958 -0.928
C -1.778 -0.741 1.312
C 1.880 -0.693 0.033
C -0.570 -1.125 0.496
C -1.956 -1.252 -0.082
C 0.262 1.075 -0.443
H -2.278 -0.589 -0.872
H 2.543 -0.006 0.561
H -0.129 -2.070 0.783
H -2.348 -2.252 -0.203
H -1.962 0.298 1.535
H 1.940 1.474 -1.722
H 2.062 2.198 -0.119
H 1.930 -1.660 0.528
H -2.055 -1.390 2.135
H 0.942 2.880 -1.308
H 2.267 -0.811 -0.982
H -1.648 1.155 -0.203
```

Properties
**SMILES**: C/C(O)=C(\C)C1CC1
**HOMO level**: -7.84 eV
**Energy above the lowest of the compared OMol25 structures with the same formula, charge and spin**: 26.5 kcal/mol
**E_tot**: -9499.6705 eV
**Gap between HOMO and LUMO**: 8.8 eV
**Charge**: 0
**Lowest unoccupied orbital energy**: 1.00 eV



Entry 3:
# C7H12O

A 2-piece molecular cluster, C7H12O overall in a non-equilibrium geometry (ωB97M-V/def2-TZVPD, OMol25).

XYZ file:
```
20
Properties=species:S:1:pos:R:3
O 0.745 0.965 -2.497
C -0.713 2.155 1.751
C -0.207 -0.240 0.678
C -1.005 0.935 1.173
C -0.660 -1.615 0.637
C -1.859 -1.962 0.065
C 2.029 -0.666 -0.608
C 0.973 0.099 0.073
H 0.077 -2.361 1.207
H -1.492 2.685 2.127
H -2.099 -2.945 -0.202
H -2.640 -1.233 -0.166
H 1.851 -1.730 -0.779
H 0.285 2.312 2.164
H -2.080 0.809 0.893
H 0.015 0.634 -1.918
H 1.186 1.161 0.122
H 3.076 -0.511 -0.083
H 2.348 -0.236 -1.700
H 0.169 1.745 -2.937
```

Properties
**SMILES**: C=CC(C=C)=CC.O
**HOMO level**: -8.39 eV
**Energy above the lowest of the compared OMol25 structures with the same formula, charge and spin**: 78.9 kcal/mol
**E_tot**: -9497.3982 eV
**Gap between HOMO and LUMO**: 9.1 eV
**Charge**: 0
**Lowest unoccupied orbital energy**: 0.71 eV



Entry 4:
# C7H12O

A 2-piece molecular cluster, C7H12O overall in a non-equilibrium geometry (ωB97M-V/def2-TZVPD, OMol25).

XYZ file:
```
20
Properties=species:S:1:pos:R:3
O 3.204 4.334 -2.939
C -0.469 -0.914 0.094
C -0.741 -2.223 0.098
C -0.431 2.070 2.495
C -0.931 -3.226 -0.939
C -0.435 -0.092 1.316
C -0.259 -3.602 -2.020
C -0.541 1.230 1.251
H -1.004 1.639 0.347
H -1.359 1.946 3.054
H -1.955 -3.649 -0.810
H 2.899 3.820 -2.191
H -0.511 -0.669 2.227
H 0.441 1.843 3.107
H 0.770 -3.271 -2.207
H -0.459 -0.424 -0.877
H -0.547 -4.399 -2.700
H -0.316 3.110 2.229
H 3.528 5.184 -2.610
H -0.885 -2.708 1.076
```

Properties
**SMILES**: C=C/C=C/C=C/C.O
**HOMO level**: -8.31 eV
**Energy above the lowest of the compared OMol25 structures with the same formula, charge and spin**: 50.0 kcal/mol
**E_tot**: -9498.6504 eV
**Gap between HOMO and LUMO**: 9.0 eV
**Charge**: 0
**Lowest unoccupied orbital energy**: 0.70 eV



Entry 5:
# C7H12O

An isolated ion of composition C7H12O and charge +1 in a non-equilibrium geometry (ωB97M-V/def2-TZVPD, OMol25).

XYZ file:
```
20
Properties=species:S:1:pos:R:3
O -2.815 0.813 -0.790
C -0.604 1.387 0.105
C 2.070 0.248 1.367
C -0.329 0.221 0.816
C -2.004 1.759 -0.099
C 0.523 -1.537 -1.452
C 1.112 -0.302 0.685
C 1.222 -1.602 -0.122
H 3.067 0.080 1.312
H -0.372 -2.157 -1.467
H -2.374 1.846 0.951
H 1.245 -1.877 -2.225
H 1.905 1.238 1.932
H -3.244 0.223 -0.310
H 0.209 -0.572 -1.787
H 0.130 2.116 -0.196
H 2.315 -1.837 -0.267
H -1.049 -0.283 1.600
H -2.014 2.630 -0.702
H 1.005 -2.395 0.648
```

Properties
**HOMO level (spin up / spin down)**: -14.67 / -14.45 eV
**Energy above the lowest of the compared OMol25 structures with the same formula, charge and spin**: 50.0 kcal/mol
**E_tot**: -9488.9488 eV
**Gap between HOMO and LUMO (spin up / spin down)**: 9.5 / 6.0 eV
**Charge**: +1
**2S+1**: 2
**Lowest unoccupied orbital energy (spin up / spin down)**: -5.21 / -8.49 eV



Entry 6:
# C7H12O2

C7H12O2 in the gas phase in a non-equilibrium geometry (ωB97M-V/def2-TZVPD, OMol25).

XYZ file:
```
21
Properties=species:S:1:pos:R:3
O -1.133 2.224 -0.802
O -1.039 0.839 1.405
C -1.556 -1.312 0.456
C 0.848 -0.260 0.363
C 0.166 0.405 -1.639
C 1.668 0.863 0.953
C 1.397 -1.487 0.219
C -1.069 0.883 -1.142
C -0.773 -0.007 0.504
H -1.324 2.220 0.165
H -2.619 -1.072 0.519
H 0.830 -2.350 -0.109
H -1.372 -1.863 -0.469
H 2.445 -1.669 0.440
H 1.511 0.913 2.031
H -1.278 -1.930 1.311
H 1.006 1.079 -1.743
H 2.735 0.723 0.764
H 1.358 1.827 0.547
H -1.994 0.489 -1.563
H 0.194 -0.514 -2.208
```

Properties
**HOMO level (spin up / spin down)**: -8.57 / -8.57 eV
**Energy above the lowest of the compared OMol25 structures with the same formula, charge and spin**: 90.3 kcal/mol
**E_tot**: -11544.4895 eV
**Gap between HOMO and LUMO (spin up / spin down)**: 7.7 / 7.7 eV
**Charge**: 0
**Lowest unoccupied orbital energy (spin up / spin down)**: -0.84 / -0.84 eV



Entry 7:
# C7H12OS2

C7H12OS2 in the gas phase in a non-equilibrium geometry (ωB97M-V/def2-TZVPD, OMol25).

XYZ file:
```
22
Properties=species:S:1:pos:R:3
S 2.819 2.817 -1.097
S 0.739 1.095 -0.087
O 1.362 -0.655 2.641
C 0.260 -0.425 0.525
C -1.685 -0.251 -1.089
C 0.124 -2.052 -1.188
C 2.278 3.141 0.606
C -0.789 -1.179 -0.255
C 1.832 1.736 1.194
C 0.518 -0.975 1.857
H 2.807 1.093 1.156
H -1.714 -0.757 -2.043
H -0.353 -2.846 -1.718
H -1.240 0.767 -1.169
H 3.133 3.539 1.282
H -0.180 -1.762 2.185
H 1.266 3.642 0.716
H 0.788 -2.602 -0.518
H -1.339 -1.923 0.308
H 1.235 1.864 2.159
H -2.741 -0.146 -0.626
H 0.705 -1.474 -1.957
```

Properties
**HOMO level (spin up / spin down)**: -7.49 / -7.49 eV
**Energy above the lowest of the compared OMol25 structures with the same formula, charge and spin**: 85.6 kcal/mol
**E_tot**: -31167.4203 eV
**Gap between HOMO and LUMO (spin up / spin down)**: 5.1 / 5.1 eV
**Charge**: 0
**Lowest unoccupied orbital energy (spin up / spin down)**: -2.41 / -2.41 eV



Entry 8:
# C7H12OSSi

C7H12OSSi in the gas phase in a non-equilibrium geometry (ωB97M-V/def2-TZVPD, OMol25).

XYZ file:
```
22
Properties=species:S:1:pos:R:3
S 0.916 -1.214 2.078
Si 0.345 0.277 -0.579
O 0.414 1.802 0.003
C -1.517 -1.077 1.292
C 1.884 -0.730 -1.244
C 1.000 2.808 -0.742
C -0.268 -0.603 0.959
C -1.168 0.369 -1.839
C -1.550 -1.891 2.437
C -0.319 -2.044 3.029
H -2.134 0.397 -1.159
H 2.054 -0.440 -2.372
H -2.501 -0.752 0.788
H 0.666 3.637 -0.004
H 0.020 -2.507 3.872
H -2.394 -2.311 2.772
H -1.236 1.315 -2.278
H 0.448 2.927 -1.692
H -1.339 -0.446 -2.620
H 1.867 -1.883 -1.062
H 2.693 -0.308 -0.753
H 2.122 2.674 -0.886
```

Properties
**SMILES**: CO[Si](C)(C)c1cccs1
**HOMO level**: -8.76 eV
**Energy above the lowest of the compared OMol25 structures with the same formula, charge and spin**: 0.0 kcal/mol
**E_tot**: -28213.7104 eV
**Gap between HOMO and LUMO**: 9.5 eV
**Charge**: 0
**Lowest unoccupied orbital energy**: 0.72 eV